Computed, not measured: C4H9NO as an isolated structure, with ωB97M-V/def2-TZVPD.

XYZ file:
```
15
Properties=species:S:1:pos:R:3
C 1.473 -0.520 -0.720
N 0.534 0.388 -0.106
C 0.583 0.309 1.347
C -0.666 0.747 -0.778
C -1.801 0.164 -0.399
O -1.941 -0.815 0.508
H 2.489 -0.306 -0.384
H 1.233 -1.580 -0.536
H 1.477 -0.357 -1.801
H 0.425 -0.722 1.687
H -0.256 0.865 1.773
H 1.524 0.732 1.708
H -0.643 1.778 -1.113
H -1.680 -1.233 -0.393
H -2.750 0.548 -0.794
```

Computed properties:
ΔE to the lowest compared entry with this formula, charge and spin	94.13	kcal/mol
LUMO	0.84	eV
HOMO	-8.155	eV

Computed, not measured: C17H40NOP3W as an isolated structure, with ωB97M-V/def2-TZVPD.

XYZ file:
```
63
Properties=species:S:1:pos:R:3
W 0.710 0.838 -1.465
P 1.909 -4.019 0.752
P -1.432 1.914 -0.203
P 1.824 1.448 0.721
H 0.755 -1.167 -3.715
C 1.422 -0.631 -3.036
C 1.308 -1.253 -1.665
H 1.125 -0.646 -0.678
C 0.719 -5.037 -0.121
C 1.186 -2.499 1.387
C 2.661 -4.979 2.079
C -1.901 3.394 -1.217
C -3.029 0.967 -0.247
C -1.685 2.682 1.458
C 3.500 0.941 1.291
C 1.005 1.255 2.353
C 2.156 3.260 0.563
H 2.437 -0.761 -3.437
H 0.663 -2.132 -1.656
H 1.081 -5.110 -1.151
H -0.283 -4.597 -0.108
H 0.676 -6.045 0.308
H 0.431 -2.102 0.693
H 1.975 -1.734 1.466
H 0.737 -2.647 2.381
H 3.354 -5.725 1.674
H 1.897 -5.507 2.671
H 3.218 -4.326 2.765
H -2.435 4.118 -0.583
H -2.551 3.103 -2.054
H -0.993 3.874 -1.607
H -3.750 1.423 0.449
H -2.858 -0.072 0.072
H -3.488 0.972 -1.247
H -2.679 3.151 1.488
H -0.929 3.453 1.638
H -1.643 1.919 2.244
H 3.745 1.534 2.184
H 4.250 1.121 0.512
H 3.510 -0.127 1.544
H 1.769 1.094 3.125
H 0.341 0.383 2.336
H 0.437 2.151 2.617
H 2.396 3.662 1.561
H 1.292 3.791 0.138
H 3.025 3.403 -0.096
C 3.593 -0.707 -1.298
C 2.930 0.544 -1.526
C 3.748 1.600 -1.978
C 5.136 1.424 -2.060
C 5.753 0.220 -1.693
C 4.990 -0.856 -1.273
O 2.824 -1.840 -1.245
H 2.801 -3.542 -0.266
H 1.219 0.502 -3.214
H 3.257 2.540 -2.272
H 5.740 2.270 -2.401
H 6.841 0.113 -1.736
H 5.418 -1.813 -0.975
N -1.042 0.478 -2.785
H -1.814 0.017 -2.286
H -0.838 -0.144 -3.574
H -1.427 1.323 -3.211
```

Computed properties:
ΔE to the lowest compared entry with this formula, charge and spin	0.00	kcal/mol
spin multiplicity	3
LUMO (spin up / spin down)	-14.59 / -15.54	eV
HOMO (spin up / spin down)	-20.273 / -20.263	eV
net charge	+4

Computed, not measured: an isolated ion of composition C4H9N2 and charge +1, with ωB97M-V/def2-TZVPD.

XYZ file:
```
15
Properties=species:S:1:pos:R:3
C 2.994 -0.039 0.227
C 1.214 0.068 0.038
N -0.150 0.235 0.030
C -0.862 0.149 1.321
C -0.403 -1.011 -0.785
N -0.700 1.332 -0.696
H 3.366 -0.872 -0.348
H -0.539 -0.728 1.879
H -0.664 1.037 1.922
H -1.931 0.086 1.117
H -1.468 -1.052 -1.017
H 0.155 -0.973 -1.722
H -0.110 -1.903 -0.229
H -0.219 1.479 -1.580
H -0.684 2.192 -0.157
```

Computed properties:
ΔE to the lowest compared entry with this formula, charge and spin	253.68	kcal/mol
LUMO (spin up / spin down)	-5.46 / -5.44	eV
HOMO (spin up / spin down)	-13.742 / -13.709	eV
net charge	+1

Computed, not measured: C4H7NO as an isolated structure, with ωB97M-V/def2-TZVPD.

XYZ file:
```
13
Properties=species:S:1:pos:R:3
C 1.911 0.026 -0.111
C 0.562 0.229 0.524
C -0.585 0.803 -0.337
C -1.153 -0.481 -0.056
N -2.451 -0.549 -0.126
O -0.188 -1.089 0.630
H 2.557 -0.599 0.514
H 2.393 1.001 -0.247
H 1.800 -0.445 -1.093
H 0.629 0.607 1.549
H -2.135 0.739 -0.133
H -0.331 1.063 -1.363
H -3.009 -1.305 0.250
```

Computed properties:
ΔE to the lowest compared entry with this formula, charge and spin	116.83	kcal/mol
LUMO	0.99	eV
HOMO	-8.257	eV

Computed, not measured: one molecule with the formula C3H5BrN2, with ωB97M-V/def2-TZVPD.

XYZ file:
```
11
Properties=species:S:1:pos:R:3
C -0.074 0.309 1.702
C -1.070 -0.035 0.525
Br -2.572 1.178 0.405
C -0.358 -0.858 -0.269
N 0.163 -1.245 -1.265
N 0.950 -0.441 -1.993
H 0.756 -0.369 1.517
H -0.412 0.249 2.704
H 0.220 1.164 1.197
H 0.940 0.644 -1.732
H 1.458 -0.596 -2.790
```

Computed properties:
ΔE to the lowest compared entry with this formula, charge and spin	71.46	kcal/mol
LUMO	0.44	eV
HOMO	-8.582	eV

Computed, not measured: an isolated ion of composition C12H4ClF4O2S and charge -1, with ωB97M-V/def2-TZVPD.

XYZ file:
```
24
Properties=species:S:1:pos:R:3
O -0.001 -2.158 0.524
C 0.009 -1.276 1.386
C -1.226 -0.694 1.934
F -2.351 -1.437 1.843
C -1.214 0.565 2.387
F -2.203 1.114 3.109
C 0.024 1.431 2.229
O 0.032 2.574 2.789
S 0.000 2.023 0.260
C 0.032 0.876 -1.025
C 1.243 0.468 -1.620
C 1.236 -0.435 -2.671
C 0.032 -0.915 -3.199
C -1.167 -0.447 -2.654
Cl -2.666 -1.003 -3.286
C -1.180 0.474 -1.610
C 1.261 0.557 2.366
F 2.266 1.102 3.072
C 1.257 -0.701 1.910
F 2.378 -1.449 1.805
H 2.170 0.871 -1.206
H 2.179 -0.774 -3.091
H 0.009 -1.622 -4.023
H -2.122 0.859 -1.229
```

Computed properties:
LUMO	2.28	eV
HOMO	-4.718	eV
net charge	-1

Computed, not measured: C4H7OTl as an isolated structure, with ωB97M-V/def2-TZVPD.

XYZ file:
```
13
Properties=species:S:1:pos:R:3
C -0.620 -1.115 0.361
C -0.103 0.085 -0.479
C 0.474 1.281 0.241
O -0.495 1.977 0.955
Tl -1.964 1.969 -0.150
H -0.509 -1.112 1.453
H -0.677 0.302 -1.386
H -1.444 -1.706 -0.047
H 0.991 1.932 -0.484
C 0.708 -1.214 -0.361
H 1.576 -1.309 0.292
H 0.735 -1.856 -1.242
H 1.329 0.765 0.849
```

Computed properties:
ΔE to the lowest compared entry with this formula, charge and spin	0.00	kcal/mol
LUMO (spin up / spin down)	-15.04 / -15.05	eV
HOMO (spin up / spin down)	-20.023 / -20.027	eV
net charge	+2

Computed, not measured: C34H76O24S7 as an isolated structure, with ωB97M-V/def2-TZVPD.

XYZ file:
```
141
Properties=species:S:1:pos:R:3
C -2.928 -4.545 5.370
C -1.441 -4.186 5.143
C -1.330 -2.946 4.269
S -2.939 -2.689 3.483
O -2.763 -2.759 2.056
O -3.623 -1.546 4.029
C -3.692 -4.205 4.113
H -3.294 -3.948 6.212
H -3.004 -5.573 5.722
H -0.870 -5.000 4.696
H -1.025 -4.103 6.150
H -0.723 -3.234 3.408
H -0.886 -2.002 4.578
H -3.385 -4.937 3.355
H -4.770 -4.104 4.050
C -3.077 4.545 3.943
C -2.993 5.832 3.106
C -2.146 5.634 1.854
S -2.161 3.850 1.545
O -0.845 3.305 1.778
O -2.922 3.531 0.373
C -3.166 3.388 2.959
H -3.988 4.583 4.537
H -2.210 4.410 4.590
H -2.595 6.605 3.764
H -3.988 6.177 2.822
H -1.111 5.935 1.987
H -2.641 6.070 0.991
H -2.838 2.383 3.227
H -4.201 3.294 2.627
C -2.846 -2.987 -6.489
C -3.698 -1.791 -6.968
C -3.913 -0.879 -5.785
S -4.081 -1.933 -4.347
O -5.469 -2.166 -4.067
O -3.226 -1.487 -3.280
C -3.357 -3.387 -5.114
H -1.816 -2.617 -6.473
H -2.881 -3.875 -7.115
H -4.637 -2.233 -7.327
H -3.253 -1.330 -7.849
H -4.640 -0.076 -5.843
H -2.953 -0.384 -5.572
H -4.059 -4.221 -5.066
H -2.611 -3.747 -4.399
C 3.739 -3.317 -0.414
C 5.009 -3.033 -1.221
C 4.630 -2.751 -2.677
S 3.117 -3.713 -2.962
O 3.265 -4.830 -3.836
O 2.123 -2.706 -3.265
C 2.900 -4.274 -1.235
H 3.141 -2.418 -0.238
H 4.084 -3.680 0.554
H 5.656 -3.911 -1.261
H 5.591 -2.222 -0.785
H 5.362 -3.312 -3.265
H 4.515 -1.749 -3.070
H 3.385 -5.254 -1.228
H 1.833 -4.360 -1.057
C -0.208 0.072 -1.387
C 0.346 -1.250 -0.918
C -0.061 -1.502 0.518
S -0.058 0.100 1.378
O 1.279 0.363 1.895
O -1.202 0.036 2.259
C -0.363 1.035 -0.200
H -1.151 -0.035 -1.903
H 0.457 0.518 -2.127
H 1.442 -1.222 -0.916
H 0.012 -2.116 -1.486
H 0.515 -2.246 1.060
H -1.147 -1.625 0.563
H 0.312 1.887 -0.218
H -1.391 1.356 -0.047
C 0.094 0.430 -7.603
C 0.226 1.946 -7.818
C 0.323 2.660 -6.475
S 0.442 1.408 -5.202
O -0.843 1.075 -4.636
O 1.556 1.717 -4.349
C 0.848 0.062 -6.340
H 0.423 -0.122 -8.483
H -0.919 0.050 -7.425
H -0.553 2.309 -8.487
H 1.158 2.080 -8.371
H -0.333 3.500 -6.262
H 1.316 3.115 -6.416
H 0.630 -0.820 -5.740
H 1.934 0.183 -6.420
C 3.282 2.706 -1.611
C 3.459 2.007 -0.246
O 4.787 1.518 -0.177
S 5.444 1.610 -1.635
O 4.998 0.512 -2.414
O 6.824 1.871 -1.517
O 4.659 2.915 -2.040
H 2.853 3.703 -1.657
H 2.736 2.111 -2.339
H 2.679 1.255 -0.130
H 3.239 2.786 0.487
C -4.344 1.821 -1.871
C -5.504 2.372 -1.112
O -6.739 1.701 -1.212
O -3.979 0.562 -1.274
H -3.515 2.526 -1.790
H -4.559 1.554 -2.914
H -5.628 3.442 -1.279
H -5.138 2.323 -0.071
H -6.559 0.756 -1.158
H -3.400 0.129 -1.906
C 4.285 -1.432 4.119
C 3.464 -2.674 3.914
O 2.193 -2.371 3.325
O 4.861 -0.957 2.929
H 5.073 -1.676 4.846
H 3.729 -0.653 4.656
H 3.279 -3.210 4.855
H 3.901 -3.391 3.220
H 1.837 -1.593 3.773
H 4.282 -0.340 2.473
C 1.412 0.118 6.234
C 0.263 0.619 7.060
O -0.702 -0.378 7.318
O 0.992 -0.399 4.989
H 1.850 -0.744 6.749
H 2.228 0.845 6.163
H -0.236 1.427 6.481
H 0.507 1.222 7.936
H -1.337 -0.425 6.598
H 0.763 0.322 4.386
C 2.201 3.427 2.992
C 3.126 2.339 3.558
O 4.315 2.808 4.132
O 2.794 4.467 2.240
H 1.562 3.800 3.803
H 1.520 2.912 2.313
H 3.280 1.629 2.733
H 2.546 1.780 4.290
H 4.882 3.115 3.419
H 3.103 5.155 2.836
```

Computed properties:
LUMO	0.16	eV
HOMO	-9.391	eV

Computed, not measured: a 2-piece molecular cluster, C8H13NO overall, with ωB97M-V/def2-TZVPD.

XYZ file:
```
23
Properties=species:S:1:pos:R:3
N -3.597 -0.397 3.201
C -3.172 -0.613 2.137
C -2.504 -0.739 0.836
C -1.072 -1.284 0.935
C -0.330 -1.181 -0.389
C 0.188 0.184 -0.945
C 1.325 0.128 0.108
C 1.220 -1.311 -0.469
C 1.116 -0.649 -1.868
H -3.119 -1.388 0.195
H -2.535 0.253 0.359
H -0.526 -0.781 1.743
H -1.122 -2.344 1.226
H -0.862 -1.779 -1.149
H -0.407 1.065 -1.222
H 2.228 0.702 -0.143
H 1.072 0.275 1.165
H 1.833 -2.181 -0.197
H 0.630 -1.234 -2.663
H 2.018 -0.141 -2.238
O 2.898 4.413 -0.335
H 2.106 4.171 -0.826
H 2.613 4.831 0.539
```

Computed properties:
ΔE to the lowest compared entry with this formula, charge and spin	61.10	kcal/mol
LUMO	0.56	eV
HOMO	-11.049	eV

Computed, not measured: C27H32CrFN5O6S as an isolated structure, with ωB97M-V/def2-TZVPD.

XYZ file:
```
73
Properties=species:S:1:pos:R:3
Cr -0.446 1.172 -0.677
O -3.402 0.845 1.885
C -2.676 0.929 0.925
O -1.363 0.923 0.983
C -3.195 1.015 -0.544
O -4.367 0.928 -0.815
O -2.218 1.168 -1.394
C 2.636 -1.245 2.798
O 2.478 -0.565 1.560
C 1.674 0.500 1.471
O 1.427 0.941 0.354
N 1.249 1.061 2.617
N 0.445 2.215 2.651
H 3.246 -2.116 2.574
H 1.672 -1.588 3.179
H 3.144 -0.617 3.534
H 1.272 0.546 3.478
H 0.865 2.895 2.020
H -0.463 1.971 2.247
C -2.413 -3.494 0.536
C -1.525 -2.285 0.848
C -1.645 -1.898 2.323
C -0.087 -2.549 0.452
C 0.613 -3.570 1.091
C 1.900 -3.908 0.712
C 2.508 -3.198 -0.312
C 1.858 -2.151 -0.951
C 2.609 -1.373 -2.017
C 3.909 -0.772 -1.473
C 2.887 -2.239 -3.249
C 0.534 -1.828 -0.581
N -0.138 -0.773 -1.231
C -0.382 -0.931 -2.573
C -0.700 -2.135 -3.222
C -0.963 -2.165 -4.583
C -0.915 -1.010 -5.355
C -0.570 0.196 -4.750
C -0.310 0.182 -3.409
F 0.126 1.352 -2.786
H -3.464 -3.233 0.676
H -2.179 -4.335 1.194
H -2.278 -3.823 -0.495
H -1.879 -1.452 0.244
H -1.305 -2.714 2.969
H -2.680 -1.666 2.573
H -1.056 -1.005 2.538
H 0.126 -4.128 1.885
H 2.422 -4.720 1.203
H 3.520 -3.453 -0.608
H 1.986 -0.536 -2.330
H 4.603 -1.550 -1.144
H 3.700 -0.118 -0.629
H 4.404 -0.187 -2.251
H 3.574 -3.054 -3.005
H 3.340 -1.639 -4.042
H 1.964 -2.672 -3.636
H -0.745 -3.039 -2.626
H -1.225 -3.106 -5.050
H -1.140 -1.042 -6.412
H -0.502 1.122 -5.303
C -0.763 6.931 2.994
C -1.331 5.790 2.197
C -2.585 5.262 2.477
C -2.982 4.184 1.706
N -2.231 3.676 0.742
C -1.033 4.246 0.535
S 0.011 3.560 -0.678
N -0.558 5.289 1.239
H -1.538 7.644 3.275
H 0.010 7.431 2.414
H -0.307 6.545 3.909
H -3.211 5.667 3.260
H -3.940 3.697 1.863
```

Computed properties:
ΔE to the lowest compared entry with this formula, charge and spin	0.13	kcal/mol
spin multiplicity	4
LUMO (spin up / spin down)	2.44 / 2.44	eV
HOMO (spin up / spin down)	-4.695 / -4.905	eV
net charge	-1

Computed, not measured: a 2-piece molecular cluster, C22H34F9N4O4 overall, with ωB97M-V/def2-TZVPD.

XYZ file:
```
73
Properties=species:S:1:pos:R:3
C -3.652 -2.228 3.529
C -2.679 -3.227 2.860
C -1.271 -2.656 2.659
N -0.843 -2.670 1.229
C -0.303 -1.488 0.728
C 1.096 -1.289 0.792
C 1.834 -2.464 1.426
C 1.923 -3.728 0.576
F 3.077 -2.112 1.872
C 1.653 -0.082 0.332
C 3.186 0.144 0.422
F 3.548 0.171 1.709
F 3.566 1.325 -0.071
C 4.071 -0.893 -0.390
F 3.293 -1.785 -0.985
F 4.930 -1.491 0.392
F 4.735 -0.264 -1.339
C 0.745 0.923 -0.155
C 1.174 2.306 -0.590
O 1.689 2.211 -1.922
C 1.817 3.385 -2.564
F 0.651 3.781 -3.066
F 2.669 3.240 -3.542
F 2.235 4.356 -1.760
C -0.636 0.640 -0.241
C -1.658 1.590 -0.805
O -2.155 1.029 -1.989
C -3.108 1.861 -2.651
C -2.912 1.751 -4.161
N -1.123 -0.551 0.203
C -2.542 -0.890 0.091
C -2.896 -1.686 -1.198
O -1.777 -2.428 -1.651
C -4.143 -2.565 -0.944
N -5.154 -2.548 -1.990
H -4.647 -2.341 3.112
H -3.677 -2.368 4.601
H -3.347 -1.199 3.352
H -2.603 -4.079 3.522
H -3.104 -3.563 1.919
H -1.182 -1.644 3.045
H -0.565 -3.255 3.228
H -1.547 -3.044 0.616
H 1.261 -2.723 2.308
H 1.802 -4.606 1.196
H 1.194 -3.723 -0.223
H 2.899 -3.781 0.113
H 0.368 3.020 -0.584
H 1.910 2.697 0.092
H -1.262 2.571 -1.019
H -2.444 1.736 -0.057
H -4.117 1.549 -2.389
H -2.990 2.897 -2.340
H -3.866 1.645 -4.667
H -2.414 2.623 -4.566
H -2.320 0.870 -4.375
H -2.843 -1.485 0.940
H -3.167 -0.009 0.117
H -3.154 -1.001 -1.991
H -1.921 -3.365 -1.494
H -4.649 -2.220 -0.044
H -3.831 -3.597 -0.787
H -5.461 -1.601 -2.164
H -4.786 -2.904 -2.864
O 4.853 5.128 3.214
C 5.372 4.859 2.149
N 6.404 5.585 1.645
C 4.902 3.696 1.305
H 6.845 5.377 0.769
H 6.738 6.364 2.187
H 3.851 3.854 1.069
H 5.002 2.780 1.884
H 5.459 3.589 0.375
```

Computed properties:
LUMO	-4.27	eV
HOMO	-11.386	eV
net charge	+1

Computed, not measured: C5H8N2 as an isolated structure, with ωB97M-V/def2-TZVPD.

XYZ file:
```
15
Properties=species:S:1:pos:R:3
C 2.362 -1.134 -0.042
C 1.226 -0.559 -0.836
C -0.037 -0.482 -0.415
C -1.161 0.178 -0.096
N -2.511 -0.245 -0.253
C -0.936 1.553 0.360
N 0.232 2.009 0.604
H 2.241 -1.002 1.040
H 2.496 -2.200 -0.258
H 3.284 -0.639 -0.365
H 0.156 -1.371 -1.245
H -3.076 0.002 0.553
H -2.599 -1.243 -0.402
H -1.857 2.145 0.472
H 0.181 2.987 0.883
```

Computed properties:
ΔE to the lowest compared entry with this formula, charge and spin	116.10	kcal/mol
LUMO	0.74	eV
HOMO	-7.072	eV

| no. | E (eV) |
| --- | --- |
| 1 | -7828.238 |
| 2 | -51461.168 |
| 3 | -7257.141 |
| 4 | -7794.578 |
| 5 | -76210.239 |
| 6 | -50830.878 |
| 7 | -10975.747 |
| 8 | -161471.534 |
| 9 | -12041.906 |
| 10 | -90234.026 |
| 11 | -61966.806 |
| 12 | -8289.962 |